This record from OMol25 describes a single C5H8O molecule. The level of theory is ωB97M-V with the def2-TZVPD basis set.

Last column: Mulliken charge in e.
CARTESIAN COORDINATES (ANGSTROEM)
C 0.2823 -0.3142 1.5918  -0.985
C -0.6797 -1.9285 -0.7165  -0.487
C 0.2602 0.8902 0.6273  -0.288
C -0.0604 0.6997 -0.8821  -0.785
C -0.6129 -0.6025 -1.4144  0.293
O 0.3237 -1.7244 -1.5078  -0.177
H -0.5769 -0.2984 2.2685  0.252
H 1.1872 -0.2965 2.2064  0.279
H 0.2562 -1.2909 1.1071  0.368
H -0.4593 1.6120 1.0232  0.301
H 1.2323 1.3900 0.6783  0.272
H -0.7896 1.4633 -1.1797  0.306
H 0.8388 0.9170 -1.4751  0.280
H -1.2019 -0.5167 -2.3271  0.371

E_HOMO, eV: -9.3563
Frontier orbital gap, eV: 10.2105
ΔE to the lowest compared entry with this formula, charge and spin, kJ/mol: 373.0
Calculated total energy, eV: -7358.3899

This record from OMol25 describes a molecular structure, C12H24AgN2OS. The level of theory is ωB97M-V with the def2-TZVPD basis set.

Last column: Mulliken charge in e.
CARTESIAN COORDINATES (ANGSTROEM)
Ag -0.9676 -0.0922 -0.2283  0.437
N -1.0810 -0.9282 1.6672  -0.275
C -1.1293 -1.4207 2.7123  0.286
N -1.1862 -1.9730 3.8848  0.034
C 0.0445 -2.2803 4.6395  -0.728
C -0.1109 -1.8158 6.0779  -0.551
C -1.3831 -2.3859 6.7001  -0.618
C -2.6106 -2.0091 5.8740  -0.550
C -2.4605 -2.4745 4.4354  -0.724
H 0.8794 -1.7938 4.1388  0.448
H 0.2047 -3.3619 4.5962  0.288
H -0.1438 -0.7233 6.0989  0.304
H 0.7699 -2.1256 6.6417  0.332
H -1.4941 -2.0244 7.7220  0.311
H -1.3035 -3.4765 6.7595  0.310
H -2.7493 -0.9248 5.8868  0.304
H -3.5125 -2.4567 6.2932  0.332
H -3.2678 -2.1157 3.7998  0.448
H -2.4429 -3.5673 4.3809  0.286
C 1.3914 -0.6636 -5.5658  -1.326
C 0.8545 0.7554 -5.6973  -0.127
C -0.2373 1.0757 -4.6782  -0.873
S 0.3675 1.1392 -2.9832  0.616
O -0.8737 0.7478 -2.1652  -0.608
C 0.4713 2.9152 -2.7287  -0.810
C 1.4771 3.6252 -3.6292  -0.358
C 2.9131 3.1532 -3.4374  -1.147
H 2.1583 -0.8581 -6.3140  0.377
H 0.5946 -1.3958 -5.7058  0.349
H 1.8394 -0.8401 -4.5862  0.351
H 0.4142 0.8994 -6.6858  0.363
H 1.6703 1.4777 -5.6258  0.168
H -0.9762 0.2732 -4.6355  0.494
H -0.7594 2.0119 -4.8814  0.397
H 0.7458 3.0204 -1.6768  0.439
H -0.5475 3.2863 -2.8569  0.417
H 1.4043 4.6895 -3.3973  0.382
H 1.1721 3.5311 -4.6734  0.214
H 3.2215 3.2601 -2.3959  0.378
H 3.5969 3.7411 -4.0475  0.339
H 3.0464 2.1050 -3.7133  0.289

E_HOMO, eV: -12.4234
Total charge: +1
Frontier orbital gap, eV: 10.1313
Calculated total energy, eV: -32689.6373

This record from OMol25 describes a single C20H25FN4O3 molecule in a non-equilibrium geometry. The level of theory is ωB97M-V with the def2-TZVPD basis set.

Last column: Mulliken charge in e.
CARTESIAN COORDINATES (ANGSTROEM)
O 1.2118 -0.6447 4.5705  -0.698
C 0.8292 -1.3213 3.6346  0.053
C 0.6715 -0.7314 2.2379  0.410
C 0.4609 0.7800 2.3367  -1.094
C 0.4133 1.4060 0.9479  -0.526
N 1.6508 1.1233 0.2432  0.120
C 1.8196 1.8842 -0.9769  -1.423
C 0.8654 1.4798 -2.0505  0.861
N -0.4239 1.6380 -2.0707  -0.140
C -0.7988 1.0065 -3.2222  0.696
C -2.2021 0.9654 -3.7037  -1.164
C -2.5607 2.3275 -4.2447  0.513
C -2.7248 3.3988 -3.3745  -0.426
C -3.0269 4.6586 -3.8594  -0.498
C -3.1710 4.8709 -5.2201  -0.544
C -2.9987 3.7967 -6.0724  0.294
F -3.1333 3.9869 -7.4022  -0.319
C -2.6918 2.5300 -5.6100  -0.557
N 0.2087 0.4872 -3.8628  -0.599
O 1.3029 0.7850 -3.1074  -0.124
C 1.8322 -0.3040 0.0599  -0.627
C 1.9456 -0.9798 1.4230  -0.514
N 0.5222 -2.6324 3.8023  0.050
C 0.1879 -3.6188 2.8008  -0.620
C 1.2729 -4.7071 2.7854  -0.529
O 1.4215 -5.2993 4.0514  -0.383
C 1.7610 -4.3350 5.0255  -0.575
C 0.6959 -3.2400 5.1102  -0.751
H -0.1910 -1.1739 1.7299  0.360
H 1.2848 1.2099 2.9058  0.309
H -0.4667 0.9940 2.8689  0.433
H -0.4636 1.0291 0.3947  0.334
H 0.3128 2.4894 1.0372  0.441
H 1.6697 2.9414 -0.7451  0.430
H 2.8368 1.7336 -1.3483  0.419
H -2.8534 0.7185 -2.8632  0.306
H -2.2850 0.2049 -4.4787  0.427
H -2.6009 3.2394 -2.3143  0.410
H -3.1518 5.4835 -3.1747  0.387
H -3.4082 5.8434 -5.6208  0.434
H -2.5588 1.7222 -6.3126  0.399
H 0.9946 -0.7593 -0.5010  0.309
H 2.7502 -0.4667 -0.5108  0.422
H 2.7922 -0.5510 1.9608  0.323
H 2.1262 -2.0474 1.2841  0.199
H 0.0992 -3.1775 1.8116  0.395
H -0.7695 -4.0809 3.0735  0.293
H 0.9999 -5.5114 2.1002  0.332
H 2.2289 -4.2628 2.4645  0.342
H 1.8407 -4.8724 5.9710  0.350
H 2.7326 -3.8806 4.7798  0.324
H 0.9965 -2.4589 5.8087  0.409
H -0.2571 -3.6776 5.4270  0.325

E_HOMO, eV: -9.0625
Frontier orbital gap, eV: 9.6401
SMILES: O=C(C1CCN(Cc2nc(Cc3cccc(F)c3)no2)CC1)N1CCOCC1
ΔE to the lowest compared entry with this formula, charge and spin, kJ/mol: 124.1
Calculated total energy, eV: -35965.6446

This record from OMol25 describes 9 unconnected molecules or ions with the total composition C34H54O25S in a non-equilibrium geometry. The level of theory is ωB97M-V with the def2-TZVPD basis set.

Last column: Löwdin spin population.
CARTESIAN COORDINATES (ANGSTROEM)
C -13.2966 6.2016 -45.0558  0.003
C -12.4330 7.5701 -45.0498  0.000
C -10.9135 7.5755 -44.9244  0.000
O -10.4698 8.2151 -46.1206  0.000
C -11.5474 8.7738 -46.7442  0.000
O -11.3869 9.5084 -47.7180  0.000
O -12.6968 8.3495 -46.2247  0.000
H -12.9125 5.4630 -45.7594  0.000
H -14.3672 6.3724 -45.1688  0.000
H -13.0663 5.6142 -44.1669  0.003
H -12.6963 7.9830 -44.0760  0.000
H -10.6237 6.5308 -44.8126  0.000
H -10.4961 8.2239 -44.1540  0.000
C -15.9723 4.5085 -38.7013  0.000
C -14.9738 5.5672 -38.5353  0.000
C -13.7556 5.2773 -37.6994  0.000
O -12.7015 5.5703 -38.6482  0.000
C -13.1402 5.9327 -39.8898  0.000
O -12.4251 6.2121 -40.8900  0.000
O -14.5804 6.0441 -39.8525  0.000
H -16.9416 4.7108 -39.1570  0.000
H -16.1850 4.0693 -37.7266  0.000
H -15.4810 3.7415 -39.2999  0.000
H -15.3628 6.4950 -38.1158  0.000
H -13.8108 4.1908 -37.6317  0.000
H -13.6667 5.7760 -36.7343  0.000
C -11.8412 1.8266 -38.1167  0.000
C -11.2090 2.2917 -36.8263  0.000
C -9.6726 1.9657 -36.5617  0.000
O -9.2216 3.2193 -36.0894  0.000
C -10.0986 4.1243 -36.1698  0.000
O -9.9088 5.3083 -35.9650  0.000
O -11.1448 3.6550 -36.7594  0.000
H -12.2521 0.8171 -38.1054  0.000
H -11.1903 1.6870 -38.9798  0.000
H -12.4086 2.6792 -38.4900  0.000
H -11.7894 1.9705 -35.9614  0.000
H -9.2548 1.8036 -37.5553  0.000
H -9.6494 1.1403 -35.8501  0.000
C -12.6109 -1.3309 -41.9512  0.003
C -12.1574 -2.2660 -43.1253  0.000
C -13.3236 -2.7362 -44.0016  0.000
O -12.8878 -2.3459 -45.2746  0.000
C -11.7293 -1.6714 -45.2641  0.000
O -11.2736 -1.1540 -46.2698  0.000
O -11.3400 -1.5386 -44.0267  0.000
H -12.9110 -2.0470 -41.1862  0.000
H -13.4613 -0.7282 -42.2702  0.001
H -11.9421 -0.5968 -41.5020  0.002
H -11.6737 -3.1363 -42.6818  0.000
H -14.2100 -2.2052 -43.6546  0.000
H -13.5683 -3.7930 -43.8953  0.000
C -9.5144 3.1039 -45.6187  0.001
C -8.6642 1.8342 -45.7215  0.000
C -8.3899 1.4919 -47.0963  0.000
O -7.0734 1.0167 -47.0415  0.000
C -6.4740 1.3965 -45.8997  0.000
O -5.2301 1.3161 -45.7246  0.000
O -7.3829 2.0774 -45.2088  0.000
H -8.9288 3.9444 -45.9915  0.000
H -9.9794 3.1107 -44.6329  0.001
H -10.3765 2.8653 -46.2415  0.000
H -9.1328 0.9839 -45.2260  0.000
H -8.3847 2.2938 -47.8346  0.000
H -9.0895 0.7549 -47.4906  0.000
C -9.4181 5.6469 -39.5916  0.000
C -9.1888 4.7502 -40.7901  0.001
C -9.0074 5.4747 -42.1112  0.002
O -7.9915 4.8303 -42.8002  0.001
C -7.3956 3.9666 -41.8873  0.000
O -6.3792 3.2436 -42.1952  0.000
O -8.0096 3.9603 -40.7282  0.001
H -8.4855 6.0755 -39.2245  0.000
H -9.6735 5.1349 -38.6638  0.000
H -10.1702 6.4151 -39.7710  0.000
H -10.0314 4.0784 -40.9543  0.000
H -8.7732 6.5096 -41.8621  0.001
H -10.0213 5.4853 -42.5110  0.001
C -9.5322 -0.6359 -39.5973  0.000
C -9.1661 -0.6088 -41.0366  0.000
C -7.8385 -0.0507 -41.4694  0.000
O -7.1767 -1.1894 -41.9971  0.000
C -7.9070 -2.3039 -41.8211  0.000
O -7.4777 -3.3979 -42.1345  0.000
O -9.0258 -1.9801 -41.2816  0.000
H -8.9324 -1.3154 -38.9918  0.000
H -10.5692 -0.9403 -39.4558  0.000
H -9.3941 0.3718 -39.2053  0.000
H -9.9269 -0.1196 -41.6449  0.000
H -7.2524 0.3690 -40.6519  0.000
H -7.9292 0.6696 -42.2824  0.000
C -17.6386 3.2823 -47.7660  0.000
C -16.8338 3.2152 -46.4829  0.000
C -16.5212 1.8418 -45.9086  0.000
O -15.3979 1.4355 -46.6321  0.000
C -14.8135 2.6037 -47.1968  0.000
O -13.8564 2.6158 -48.0037  0.000
O -15.4985 3.6511 -46.6617  0.000
H -18.6684 3.0195 -47.5238  0.000
H -17.2758 2.6583 -48.5828  0.000
H -17.6271 4.3016 -48.1520  0.000
H -17.3429 3.8787 -45.7840  0.000
H -17.2908 1.0830 -46.0502  0.000
H -16.3376 2.0531 -44.8551  0.000
C -14.0881 3.0512 -42.6394  0.058
S -12.3000 2.8622 -42.9386  0.294
O -11.6873 2.0841 -41.8015  0.531
C -12.3897 1.7239 -44.4795  0.074
H -14.6345 3.4358 -43.5005  0.001
H -14.4426 3.7333 -41.8666  0.001
H -14.3217 2.0429 -42.2974  0.007
H -13.1864 1.0077 -44.2787  0.009
H -11.5092 1.1627 -44.7921  0.000
H -12.7936 2.2954 -45.3153  0.000

E_HOMO (alpha / beta), eV: -12.1320 / -12.1316
Total charge: +1
Frontier orbital gap (alpha / beta), eV: 8.0847 / 3.2447
Spin multiplicity: 2
ΔE to the lowest compared entry with this formula, charge and spin, kJ/mol: 42.2
Calculated total energy, eV: -98142.8968